# C22H44F4O19

A 11-piece molecular cluster, C22H44F4O19 overall in a non-equilibrium geometry (ωB97M-V with the def2-TZVPD basis set, the OMol25 dataset).

Structure (ORCA input):
```
! wB97M-V def2-TZVPD RIJCOSX def2/J DEFGRID3
* xyz 0 1
H 20.234 10.409 19.702
O 17.704 0.713 19.301
H 22.123 8.654 19.562
O 21.910 1.554 18.477
C 18.106 4.469 14.954
O 23.369 5.236 24.012
F 22.752 4.035 21.318
H 16.311 9.486 18.022
H 19.854 5.291 14.543
C 17.684 1.368 18.117
H 16.207 7.255 22.075
H 19.525 7.357 15.592
C 20.804 2.628 16.775
H 21.009 4.882 21.849
H 15.739 8.058 16.248
H 23.838 8.303 19.600
H 17.030 9.847 23.411
H 23.436 6.342 22.257
O 20.655 1.227 16.671
H 19.571 5.103 20.306
H 22.805 7.805 20.937
H 15.997 -0.973 17.620
H 18.446 11.120 17.635
F 21.763 3.017 15.876
O 20.112 8.075 21.662
O 18.595 8.552 23.262
C 19.270 10.375 19.207
O 22.778 3.541 25.375
C 16.246 7.528 17.057
O 18.476 4.577 21.758
C 17.564 -0.684 19.086
O 21.372 -0.551 17.851
H 21.503 8.398 15.856
H 17.752 2.758 22.525
H 21.875 3.665 18.379
H 13.593 7.380 17.897
H 14.089 6.348 19.281
C 15.473 6.328 17.572
H 21.745 6.384 19.415
F 16.647 8.141 24.340
C 22.859 7.892 19.848
H 20.648 9.829 16.318
O 17.915 7.964 21.217
H 17.323 3.116 20.815
O 19.393 8.258 15.909
C 19.382 5.894 18.527
O 19.144 5.403 15.183
C 22.669 4.125 24.354
H 17.148 8.169 18.918
H 16.885 -1.037 19.859
C 18.082 3.208 21.589
C 20.616 8.742 16.402
C 16.293 8.430 18.291
O 15.155 8.065 19.101
C 16.712 8.211 21.948
O 21.812 3.788 23.352
C 18.983 8.154 22.016
H 17.395 4.531 15.776
H 19.848 3.094 16.567
O 17.381 0.526 17.113
F 18.759 -1.293 19.245
H 16.149 5.760 18.225
C 21.330 0.621 17.692
H 18.601 5.141 18.375
C 14.438 7.000 18.482
H 20.347 2.903 18.802
H 17.266 7.302 16.746
H 18.384 10.528 19.833
C 21.992 4.670 22.256
H 17.625 -1.493 17.070
H 18.492 3.445 14.925
O 19.275 11.267 18.098
H 15.062 5.641 16.835
H 18.999 6.906 18.656
C 21.264 2.782 18.218
H 19.157 9.337 18.857
H 20.846 8.528 17.454
C 22.724 5.833 22.895
H 19.972 5.852 17.611
O 20.166 5.494 19.654
H 16.034 8.909 21.464
H 17.555 4.644 14.025
H 22.010 6.583 23.247
C 17.215 8.783 23.280
O 17.907 2.526 17.981
H 18.071 4.905 22.564
O 22.648 6.660 19.200
H 18.956 2.638 21.264
C 17.064 -0.760 17.644
*
```

Summary:
LUMO in eV: 0.0343
Energy in hartree: -2693.67093
Highest occupied orbital energy in Ha: -0.360
Structure (SMILES): O=C1OC[C@@H](F)O1.O=C1OC[C@@H](F)O1.O=C1OC[C@@H](F)O1.O=C1OC[C@@H](F)O1.C1CCOC1.CO.CO.CO.CO.CO.CO
Kohn-Sham gap in eV: 9.83

---

# C7H15N6

An isolated ion of composition C7H15N6 and charge +1 in a non-equilibrium geometry (ωB97M-V with the def2-TZVPD basis set, the OMol25 dataset).

Structure (ORCA input):
```
! wB97M-V def2-TZVPD RIJCOSX def2/J DEFGRID3
* xyz 1 1
H -1.317 -1.759 -1.183
N -0.850 0.648 -1.707
H -0.331 -2.741 2.152
C 0.281 -2.134 0.262
H -0.354 1.394 2.922
H 2.101 -0.400 -1.800
H 0.196 -0.901 3.507
H 1.056 -0.238 1.845
N -2.002 0.866 -0.705
H 2.071 1.586 -2.701
H 1.625 2.487 -1.395
C 1.437 0.257 -1.197
N -1.823 1.111 0.427
H 1.741 0.313 -0.144
N 0.025 -0.217 -1.231
C -0.485 -1.858 1.620
N -0.665 1.098 1.024
H -1.759 0.562 2.558
C 0.036 -0.625 2.372
H 0.206 -3.149 0.057
H -0.241 1.788 -3.428
H 1.317 -1.784 0.351
C -0.211 1.771 -2.367
H -1.597 -1.654 1.378
C -0.345 -1.394 -0.785
N -0.759 0.639 2.315
H -0.728 2.719 -2.221
C 1.376 1.613 -1.924
*
```

Summary:
LUMO (alpha / beta) in eV: -3.8102 / -3.8106
Energy in hartree: -603.76331
Highest occupied orbital energy (alpha / beta) in Ha: -0.444 / -0.444
Energy above the lowest of the compared OMol25 structures with the same formula, charge and spin in kcal/mol: 131.81
Kohn-Sham gap (alpha / beta) in eV: 8.27 / 8.27

---

> What is the formula in the first record?

C22H44F4O19

---

> Among the records above, which one has the lowest energy?

C22H44F4O19

---

> What is the energy in the second record?

-603.76331 hartree

---

> Which value of energy does entry 2 give?

-603.76331 hartree